Entry 1:
Here is C7H12NO as an isolated structure at a distorted geometry from the OMol25 dataset. Energies are from ωB97M-V/def2-TZVPD.

Output
E	-10981.316	eV
charge	+1
E_HOMO	-13.2	eV
relative energy (zero: lowest compared OMol25 entry of this formula, charge and spin)	3.1091	eV

CARTESIAN COORDINATES (ANGSTROEM)
C: -1.71623 1.94291 0.74871
C: -0.75720 2.42964 -0.19827
C: -1.32673 0.68765 0.98506
C: 0.17586 1.54385 -0.61729
C: -0.06957 0.29620 0.20568
C: -0.40396 -2.45478 -0.32215
C: 2.15551 -0.17442 0.51402
N: -0.42570 -1.13720 -0.99307
O: 0.87736 -0.29373 0.94727
H: -2.53794 2.56025 1.19863
H: -0.77044 3.43386 -0.44296
H: -1.71108 0.02576 1.70722
H: 1.03422 1.72274 -1.14066
H: -1.16893 -2.32961 0.35166
H: -0.51493 -3.23155 -1.10169
H: 0.61521 -2.50959 0.13194
H: 2.19557 -0.45747 -0.62435
H: 2.64459 -0.93505 1.14739
H: 2.57754 0.81086 0.73238
H: -1.23501 -0.88139 -1.68934
H: 0.36185 -1.04891 -1.54019


Entry 2:
Here is an isolated ion of composition C7H12NO3 and charge +1 at a distorted geometry from the OMol25 dataset. Energies are from ωB97M-V/def2-TZVPD.

Output
E	-15075.839	eV
charge	+1
E_HOMO	-13.5	eV
relative energy (zero: lowest compared OMol25 entry of this formula, charge and spin)	2.8030	eV

CARTESIAN COORDINATES (ANGSTROEM)
C: 1.75378 -1.51437 -0.13795
C: 1.05344 0.41129 1.04012
C: -0.55539 -1.10918 0.10120
C: 1.75040 3.43421 0.75623
C: -3.19937 -1.60715 -1.98311
C: 1.62878 2.50790 1.94474
C: -2.38316 -2.29399 -0.90545
N: 1.91014 -0.32477 0.60929
O: 0.38205 -1.86242 -0.39588
O: 0.67985 1.41674 1.64181
O: -1.77651 -1.25943 -0.07196
H: 2.24303 -1.39836 -1.11322
H: 2.21477 -2.35151 0.40110
H: 0.78321 3.85496 0.49481
H: 2.42182 4.24842 1.01513
H: 2.15996 2.91347 -0.10685
H: -2.56036 -1.02596 -2.64393
H: -3.71578 -2.35839 -2.57378
H: -3.93672 -0.94707 -1.53555
H: 1.18370 3.00610 2.80655
H: 2.58836 2.06094 2.21388
H: -1.60227 -2.93206 -1.32309
H: -3.02372 -2.86937 -0.23410


Entry 3:
Here is a 2-piece molecular cluster, C7H12NO4 overall at a distorted geometry from the OMol25 dataset. Energies are from ωB97M-V/def2-TZVPD.

Output
⟨S²⟩	0.804
E	-17128.120	eV
charge	0
E_HOMO (spin up / spin down)	-9.2 / -10.0	eV
relative energy (zero: lowest compared OMol25 entry of this formula, charge and spin)	1.0368	eV
spin multiplicity	2

CARTESIAN COORDINATES (ANGSTROEM)
C: -0.25329 0.89358 0.12686
C: 0.33871 0.17703 -0.91948
C: 1.18168 -1.01512 -0.77736
O: 1.09729 -1.88363 0.06984
C: -0.88435 2.20789 -0.27950
C: 0.50782 1.00587 1.43379
H: 0.05890 0.42628 -1.94457
O: 2.12428 -1.03092 -1.72786
C: 3.02810 -2.12856 -1.73596
H: -1.67710 2.47643 0.43488
H: -0.14178 3.01838 -0.24458
H: -1.32168 2.16345 -1.28471
H: -0.08357 1.58524 2.15547
H: 0.76173 0.02016 1.83583
H: 1.44399 1.56415 1.28073
H: 3.73546 -1.93273 -2.54688
H: 3.55844 -2.19569 -0.77770
H: 2.48995 -3.06662 -1.92478
C: -2.15254 -0.56392 0.59117
H: -2.62468 -0.53549 -0.38938
H: -1.56979 -1.43446 0.88785
N: -2.99098 -0.06940 1.62923
O: -2.68615 -0.32119 2.78812
O: -3.94046 0.63928 1.31899


Entry 4:
Here is an isolated ion of composition C7H12NOS and charge +1 at a distorted geometry from the OMol25 dataset. Energies are from ωB97M-V/def2-TZVPD.

Output
E	-21818.011	eV
charge	+1
E_HOMO	-13.3	eV
relative energy (zero: lowest compared OMol25 entry of this formula, charge and spin)	1.4890	eV

CARTESIAN COORDINATES (ANGSTROEM)
C: -1.99750 0.50503 -2.19947
C: -1.86561 -0.09545 -0.82899
O: -2.62242 -0.54599 0.00105
C: -0.31923 -0.25668 -0.55821
N: 0.12845 -0.13343 0.60928
C: -0.66827 0.01009 1.82685
C: 1.51506 -0.54059 1.03495
C: 2.30785 0.75458 1.37811
S: 2.04682 -1.37393 -0.58230
C: 0.64284 -0.76784 -1.52642
H: -3.03684 0.25571 -2.52291
H: -1.27902 0.00017 -2.75131
H: -1.84759 1.58466 -2.02552
H: -1.44682 0.76916 1.86398
H: 0.02798 0.28109 2.63454
H: -1.33523 -0.87455 1.89525
H: 1.46579 -1.22048 1.82637
H: 2.44296 1.43612 0.49371
H: 3.30047 0.57735 1.79526
H: 1.58656 1.17815 2.04995
H: 0.07154 -1.58459 -2.05973
H: 0.88221 0.04142 -2.35445


Entry 5:
Here is an isolated ion of composition C7H12NS and charge +1 at a distorted geometry from the OMol25 dataset. Energies are from ωB97M-V/def2-TZVPD.

Output
E	-19763.553	eV
charge	+1
E_HOMO (spin up / spin down)	-11.9 / -12.2	eV
relative energy (zero: lowest compared OMol25 entry of this formula, charge and spin)	7.5862	eV

CARTESIAN COORDINATES (ANGSTROEM)
C: -2.60412 1.09661 -1.27822
C: -1.76415 0.47854 -0.42073
C: -0.62277 -0.28450 -0.89357
S: 1.29907 0.36405 -0.96780
C: 2.01595 1.01797 0.39872
C: 2.76095 2.29014 0.48092
C: 1.14264 -1.24778 -0.19230
N: -0.24585 -1.09613 0.27438
C: -1.17422 -2.22062 0.66767
H: -3.59135 1.33358 -0.97618
H: -2.43402 1.29473 -2.24572
H: -2.12162 0.24346 0.60101
H: 1.97146 2.97155 0.90974
H: 3.19474 2.88705 -0.49950
H: 3.54792 2.14655 1.30595
H: 1.84727 -1.46199 0.63281
H: 1.23106 -2.09295 -1.02856
H: -0.24753 -0.43216 1.09301
H: -0.87595 -2.54280 1.71837
H: -2.23585 -1.84249 0.61121
H: -1.09363 -2.90282 -0.19122


Entry 6:
Here is a 2-piece molecular cluster, C7H12O overall at a distorted geometry from the OMol25 dataset. Energies are from ωB97M-V/def2-TZVPD.

Output
E	-9499.074	eV
charge	0
E_HOMO	-9.2	eV
relative energy (zero: lowest compared OMol25 entry of this formula, charge and spin)	1.7441	eV

CARTESIAN COORDINATES (ANGSTROEM)
C: -2.29589 -1.64967 1.24580
C: -1.17056 -0.95649 1.35557
C: -0.64550 -0.14554 0.21658
C: -0.41378 1.30084 0.53727
C: 0.53931 1.78990 1.30977
C: -0.38260 -0.64486 -0.98852
C: 0.33739 0.05940 -2.08807
H: -2.85636 -1.71234 0.31792
H: -2.63459 -2.34897 2.00119
H: -0.57018 -0.90454 2.25739
H: -1.12148 1.97127 0.04866
H: 0.68232 2.84802 1.49667
H: 1.24867 1.13068 1.80365
H: -0.63158 -1.67218 -1.21897
H: 0.45201 1.13958 -1.94592
H: 1.29956 -0.39453 -2.33162
H: -0.25931 0.09451 -3.01950
O: 2.99039 -0.20711 -0.07504
H: 2.05445 0.01372 -0.11766
H: 3.37774 0.28831 -0.80517


> Look up the E of the third one.

-17128.120 eV